Here is the molecule H3OPS2 from OMol25. Energies are from ωB97M-V/def2-TZVPD.

The calculation puts the LUMO energy at -0.0473 hartree. The calculation puts the HOMO energy at -9.1 eV. The value obtained for the max |F| is 0.05780 hartree/bohr. For the energy, the calculation gives -33052.1318 eV. The calculation puts the orbital gap at 7.83 eV. The SMILES is O=[S@@H](P)=S. Its relative energy (zero: lowest compared OMol25 entry of this formula, charge and spin) is 105.80 kcal/mol.

ORCA input file:
```
! wB97M-V def2-TZVPD RIJCOSX def2/J DEFGRID3
* xyz 0 1
O -1.54231 -1.61932 0.03302
P 1.44741 -0.42586 -0.54165
S -1.93523 1.29072 -0.27895
S -0.84385 -0.33270 0.08872
H 1.97636 0.47469 0.67904
H 1.58373 0.76842 -1.45353
H -0.68611 -0.15594 1.47335
*
```



Here is a cluster of 2 separate species, C4H5NO2 in total from OMol25. Energies are from ωB97M-V/def2-TZVPD.

The calculation puts the LUMO energy at 0.0098 hartree. The calculation puts the HOMO energy at -8.7 eV. The value obtained for the max |F| is 0.11344 hartree/bohr. For the energy, the calculation gives -9809.9612 eV. The calculation puts the orbital gap at 8.94 eV. The SMILES is C=NC=C=O.C=O. Its relative energy (zero: lowest compared OMol25 entry of this formula, charge and spin) is 100.40 kcal/mol.

ORCA input file:
```
! wB97M-V def2-TZVPD RIJCOSX def2/J DEFGRID3
* xyz 0 1
C 0.78156 0.42077 1.61056
C -1.92332 0.48542 -0.51284
C 1.60528 -0.75575 -1.11476
C -0.33214 -0.14689 1.12015
N -0.78941 0.28142 -0.15149
O 1.72613 1.10715 1.75330
O 1.19330 -1.65085 -0.33396
H -1.88912 0.91062 -1.51491
H -2.88505 0.54907 -0.00333
H 0.95801 -0.36193 -1.87049
H 2.50060 -0.21381 -0.79735
H -0.94584 -0.62521 1.81513
*
```



Here is a structure of composition C33H64CeClN17O2 from OMol25. Energies are from ωB97M-V/def2-TZVPD.

The calculation puts the LUMO energy (spin up / spin down) at -0.2566 / -0.2574 hartree. The calculation puts the HOMO energy (spin up / spin down) at -12.6 / -12.6 eV. The value obtained for the max |F| is 0.07010 hartree/bohr. For the energy, the calculation gives -90123.6047 eV. The calculation puts the orbital gap (spin up / spin down) at 5.60 / 5.58 eV.

ORCA input file:
```
! wB97M-V def2-TZVPD RIJCOSX def2/J DEFGRID3
* xyz 2 1
Ce 10.00871 13.14910 11.41627
C 6.07862 8.43052 8.36594
N 7.46147 8.06283 8.05982
C 7.65030 7.36404 6.77802
C 8.55158 8.51839 8.79436
N 8.70426 9.73294 9.29708
C 7.86469 10.81752 8.79700
C 6.79696 11.23815 9.88720
N 7.33155 12.26900 10.86613
C 6.77425 11.99986 12.24734
C 7.31884 10.75446 12.94065
N 8.61440 11.01535 13.61320
C 8.95782 10.10265 14.50383
N 9.82227 10.50956 15.53961
C 11.09656 9.88819 15.73262
C 9.41037 11.48627 16.52159
N 8.78138 8.74557 14.39972
C 8.74209 7.81804 15.52902
C 8.35706 8.09840 13.16699
C 6.77997 13.63831 10.54898
C 7.15392 14.28130 9.22316
N 8.61432 14.41437 9.00969
C 8.93112 15.25294 8.04473
N 7.99000 16.20297 7.60458
C 6.82076 15.85858 6.85720
C 8.25613 17.65550 7.52067
N 10.16292 15.23114 7.41762
C 11.19811 16.24153 7.58722
C 10.20372 14.55145 6.10867
N 9.46674 7.54063 9.05201
C 10.74347 7.83923 9.71299
C 9.11850 6.11350 9.01398
H 5.42139 7.83565 7.72308
H 5.82908 9.49240 8.17918
H 5.85383 8.18405 9.42008
H 7.19039 7.97806 6.01030
H 7.16530 6.38909 6.86896
H 8.72638 7.22753 6.59502
H 7.39562 10.62764 7.83848
H 8.51201 11.71376 8.70160
H 6.47678 10.36925 10.50666
H 5.91526 11.65096 9.38897
H 5.66341 11.99913 12.26464
H 7.01633 12.89790 12.85401
H 7.45424 10.00285 12.14857
H 6.59798 10.40421 13.67737
H 11.23585 9.62127 16.76838
H 11.87300 10.61790 15.45348
H 11.19640 9.00796 15.08932
H 9.02732 10.96000 17.41918
H 8.68555 12.15536 16.01701
H 10.31811 12.06654 16.79845
H 9.07551 8.28095 16.44992
H 9.35544 6.95478 15.29440
H 7.68495 7.50417 15.68680
H 8.69747 8.66095 12.30982
H 7.28273 7.96480 13.14048
H 8.83327 7.10788 13.06875
H 7.05478 14.28397 11.36743
H 5.65560 13.58225 10.56133
H 6.68313 15.26514 9.22546
H 6.74632 13.65871 8.38678
H 6.64219 14.77876 6.87363
H 6.90649 16.22109 5.80783
H 5.91564 16.36161 7.25927
H 9.01043 18.01306 8.22175
H 7.30632 18.12389 7.75597
H 8.53897 17.93955 6.50649
H 11.20282 16.63446 8.63149
H 11.01947 17.11543 6.90875
H 12.21047 15.80429 7.34792
H 9.79801 15.12580 5.26397
H 9.69986 13.58113 6.18536
H 11.26281 14.34622 5.85733
H 11.20966 8.74499 9.30187
H 10.68642 8.01847 10.81242
H 11.38552 6.95951 9.46750
H 9.94715 5.52029 8.61939
H 8.31568 5.89939 8.32208
H 8.85143 5.73973 10.02972
N 11.39141 13.05694 13.76296
C 11.56888 14.34444 14.41400
C 10.28602 15.03620 14.93437
C 8.97204 14.82617 14.14665
O 7.89752 14.88434 14.72668
O 9.09546 14.58753 12.82782
H 10.76472 12.40219 14.27436
H 12.30890 12.63950 13.60666
H 12.12518 15.02766 13.73796
H 12.24373 14.29119 15.28710
H 10.51157 16.09804 15.01070
H 10.20977 14.71172 15.99014
N 11.10315 11.25503 7.92701
C 12.09515 12.06911 8.39297
N 13.22761 12.08352 7.68001
C 14.17690 12.92727 8.09253
N 15.40306 12.89082 7.53695
N 14.01937 13.83501 9.10632
C 12.79764 13.84242 9.64901
N 11.81983 12.88129 9.45913
C 12.54845 14.89209 10.59692
C 13.64834 15.67370 10.96999
C 13.44546 16.84116 11.71276
C 12.10502 17.24048 11.88866
C 11.07840 16.46067 11.43248
N 11.29768 15.22962 10.94541
H 11.44971 10.57504 7.25779
H 10.34674 10.98822 8.56720
H 15.57416 12.28201 6.73678
H 16.12528 13.48266 7.93258
H 14.65478 15.36811 10.65668
H 14.31514 17.36505 12.12492
H 11.86572 18.17091 12.42491
H 10.03005 16.80617 11.45815
Cl 12.99281 9.88561 11.88360
C 11.47922 10.75484 11.62809
H 11.15799 10.60463 10.57600
H 10.82807 10.45728 12.44974
*
```



Here is the ion C4H9N2 with charge +1 from OMol25. Energies are from ωB97M-V/def2-TZVPD.

The calculation puts the LUMO energy (spin up / spin down) at -0.1178 / -0.3319 hartree. The calculation puts the HOMO energy (spin up / spin down) at -10.4 / -15.6 eV. The value obtained for the max |F| is 0.08546 hartree/bohr. For the energy, the calculation gives -7261.5173 eV. As for the expectation value of S²: 2.007. The calculation puts the orbital gap (spin up / spin down) at 7.18 / 6.57 eV. Its relative energy (zero: lowest compared OMol25 entry of this formula, charge and spin) is 44.80 kcal/mol.

ORCA input file:
```
! wB97M-V def2-TZVPD RIJCOSX def2/J DEFGRID3
* xyz 1 3
C 0.28494 -0.35674 -0.69391
C -0.68081 0.78693 1.46196
C -0.54160 -0.44182 0.51428
C 1.74707 -0.43494 -0.47375
N -0.30257 0.06182 -1.78869
N -1.71499 0.41191 0.58783
H -0.64636 0.65841 2.66836
H -0.10335 1.72833 1.13905
H -0.67971 -1.29790 1.10566
H 1.97073 -1.34056 0.03429
H 2.14230 0.27435 0.26724
H 2.27208 -0.41482 -1.45091
H 0.07543 0.34585 -2.61067
H -2.54442 -0.10816 0.91366
H -1.27874 0.12734 -1.67440
*
```



Here is a cluster of 3 separate species, C18H40N2O5 in total from OMol25. Energies are from ωB97M-V/def2-TZVPD.

The calculation puts the LUMO energy at 0.0184 hartree. The calculation puts the HOMO energy at -8.2 eV. The value obtained for the max |F| is 0.01204 hartree/bohr. For the energy, the calculation gives -32531.1745 eV. The calculation puts the orbital gap at 8.73 eV. The SMILES is C[C@@H](O)CO[C@H]1COC(=O)O1.CCN(CC)CC.CCN(CC)CC. Its relative energy (zero: lowest compared OMol25 entry of this formula, charge and spin) is 0.00 kcal/mol.

ORCA input file:
```
! wB97M-V def2-TZVPD RIJCOSX def2/J DEFGRID3
* xyz 0 1
C -2.32537 -1.09832 3.14362
C -2.99859 -2.26181 2.43991
O -2.37158 -3.49730 2.80315
C -4.45814 -2.42542 2.80111
O -5.15940 -1.24053 2.41304
C -6.49438 -1.28754 2.66415
C -7.07203 -0.55607 3.85408
O -8.47308 -0.69187 3.50119
C -8.54205 -0.72995 2.14658
O -9.54897 -0.80999 1.52505
O -7.28726 -0.67187 1.61600
H -1.41592 -0.84305 2.59750
H -2.95488 -0.21082 3.11965
H -2.03982 -1.34445 4.16319
H -2.91958 -2.10121 1.36252
H -1.90525 -3.83631 2.03426
H -4.86316 -3.28021 2.25391
H -4.56732 -2.61236 3.87237
H -6.89363 -2.31035 2.73240
H -6.82939 -1.04657 4.79052
H -6.89052 0.51520 3.85293
C -1.00765 1.89020 -0.41024
C -0.52056 2.60172 0.84274
N 0.53951 1.89231 1.53516
C 0.82308 2.43393 2.85285
C 1.37942 3.86029 2.95329
C 1.69604 1.55188 0.72563
C 2.46036 2.69880 0.04750
H -1.34465 0.87884 -0.17769
H -1.84656 2.43873 -0.83941
H -0.23519 1.82811 -1.17762
H -1.36502 2.68621 1.53206
H -0.23406 3.63130 0.57482
H 1.50801 1.74889 3.35979
H -0.10927 2.38998 3.42484
H 2.43111 3.91100 2.67550
H 1.30228 4.21051 3.98422
H 0.82553 4.56174 2.32902
H 1.36995 0.85259 -0.04833
H 2.38883 0.97605 1.34409
H 1.79331 3.44258 -0.38969
H 3.07862 2.30175 -0.76120
H 3.13062 3.20382 0.74104
C 5.49188 -0.83173 -1.88225
C 5.18030 -1.43214 -3.24476
N 3.77190 -1.72873 -3.43356
C 3.50839 -2.53221 -4.61412
C 3.80981 -1.92766 -5.99179
C 2.86395 -0.62004 -3.20206
C 3.04255 0.64518 -4.05480
H 5.14578 -1.48532 -1.08061
H 6.56960 -0.70247 -1.77697
H 5.03464 0.14930 -1.74882
H 5.72446 -2.37570 -3.33708
H 5.58480 -0.76547 -4.02349
H 2.46075 -2.84362 -4.58453
H 4.08933 -3.45391 -4.51082
H 3.06299 -1.19334 -6.29006
H 3.80378 -2.71652 -6.74619
H 4.79050 -1.45254 -6.02548
H 2.94081 -0.33720 -2.14903
H 1.83999 -0.98472 -3.31588
H 4.09062 0.92295 -4.17160
H 2.53447 1.48559 -3.57646
H 2.60531 0.52985 -5.04514
*
```



Here is a cluster of 4 separate species, C2H13NO4 in total from OMol25. Energies are from ωB97M-V/def2-TZVPD.

The calculation puts the LUMO energy at 0.0268 hartree. The calculation puts the HOMO energy at -9.2 eV. The value obtained for the max |F| is 0.02693 hartree/bohr. For the energy, the calculation gives -11964.3856 eV. The calculation puts the orbital gap at 9.91 eV. The SMILES is CNCO.O.O.O. Its relative energy (zero: lowest compared OMol25 entry of this formula, charge and spin) is 24.93 kcal/mol.

ORCA input file:
```
! wB97M-V def2-TZVPD RIJCOSX def2/J DEFGRID3
* xyz 0 1
C 0.79442 2.18435 -0.73449
N 1.84581 1.21607 -0.45250
C 1.70563 0.31286 0.61081
O 1.76932 0.90487 1.94213
H -0.16365 1.65670 -0.72500
H 0.93208 2.55714 -1.72870
H 0.76359 2.99580 -0.00460
H 2.76436 1.62247 -0.53838
H 0.77739 -0.25330 0.50358
H 2.50980 -0.42434 0.63128
H 0.99425 1.43230 2.00775
H -0.30647 -2.41555 -1.71301
H 0.99090 -2.38593 -0.95912
O 0.09160 -2.72095 -0.88940
H -0.34288 -1.42234 3.77570
H 0.76161 -0.52169 3.15143
O -0.09864 -0.92817 2.99017
H -5.60296 -0.87209 -2.01667
H -5.09354 -1.93405 -3.03341
O -5.09262 -1.00414 -2.81757
*
```



Here is a structure of composition C25H41Cl3N3O3SiSn from OMol25. Energies are from ωB97M-V/def2-TZVPD.

The calculation puts the LUMO energy (spin up / spin down) at 0.0714 / 0.0696 hartree. The calculation puts the HOMO energy (spin up / spin down) at -1.6 / -1.7 eV. The value obtained for the max |F| is 0.06157 hartree/bohr. For the energy, the calculation gives -88477.2571 eV. The calculation puts the orbital gap (spin up / spin down) at 3.59 / 3.61 eV. Its relative energy (zero: lowest compared OMol25 entry of this formula, charge and spin) is 133.15 kcal/mol.

ORCA input file:
```
! wB97M-V def2-TZVPD RIJCOSX def2/J DEFGRID3
* xyz -1 1
C 1.93161 -1.52534 -4.69890
C 1.08293 -0.51770 -3.92301
H 2.34916 -1.11667 -5.64696
H 1.31240 -2.41224 -4.92741
H 2.78174 -1.82834 -4.07024
C 0.34464 0.42104 -4.64286
C 0.01319 0.29674 -6.07982
H -0.01772 1.35656 -4.20631
H -0.62115 -0.59303 -6.21382
H 0.91948 0.18271 -6.68652
H -0.49470 1.19244 -6.47066
Sn 0.37381 -0.59048 2.60049
Cl 2.32540 -1.53998 3.67682
Cl -0.90850 -2.66793 2.62581
C 0.71965 2.44264 2.87165
O -0.11154 1.51136 3.13078
N 0.34117 3.60438 2.35649
C -1.05093 3.94627 2.03984
C 1.34453 4.66683 2.41416
H 1.79542 2.34267 3.10150
H -1.75025 3.21287 2.46138
H -1.19450 3.97990 0.94904
H -1.27884 4.94602 2.43666
H 2.27654 4.17634 2.71010
H 1.10635 5.41002 3.19348
H 1.49689 5.14956 1.44031
H -1.83005 -1.85536 -1.99490
H -2.89171 0.92074 -3.00644
C -2.77590 -1.50423 -1.56397
C -3.36633 0.86646 -2.01922
N -2.67250 -0.10656 -1.17998
H -2.98602 -2.13397 -0.69854
C -1.98427 0.24681 -0.06734
O -1.46542 -0.57268 0.71137
H -3.29759 1.85524 -1.56430
H -1.89910 1.35505 0.05417
H -3.56435 -1.61637 -2.30951
H -4.42298 0.59029 -2.14764
O 0.70543 -1.14903 -2.51255
C 1.63448 -0.09712 -2.52635
C -0.01267 1.83825 -2.08439
C 1.29440 1.29909 -2.07865
H -0.82491 1.21987 -2.48344
C -0.26232 3.19073 -1.77820
H 2.67018 -0.41708 -2.35640
C 2.33242 2.18046 -1.67858
H -1.28778 3.57987 -1.84883
C 0.77083 4.02856 -1.34290
C 2.06780 3.49861 -1.29758
H 3.35914 1.81003 -1.73100
H 0.57406 5.06940 -1.04893
H 2.87243 4.12973 -0.92378
Si 0.49529 -3.85406 -1.05778
Cl 1.71464 0.51103 1.13338
C -1.22102 -4.78542 -0.79970
C 1.20732 -4.31184 0.69908
C 1.86919 -4.67419 -2.11725
H -2.02843 -4.08630 -1.06408
H -1.37034 -5.02713 0.26835
H -1.39259 -5.70892 -1.37810
H 1.56036 -4.92381 -3.14456
H 2.32606 -5.56932 -1.64825
H 2.65680 -3.89984 -2.17869
H 1.58008 -3.38082 1.15104
H 2.04831 -5.03103 0.65590
H 0.44443 -4.72794 1.38213
C -1.00693 -0.61516 7.44277
C 0.31455 -0.31679 7.09049
C 0.61863 -0.14442 5.74290
N -0.25704 -0.47555 4.76541
C -1.56360 -0.53678 5.08483
C -1.96717 -0.62300 6.41705
H -1.28418 -0.79706 8.48946
H 1.11793 -0.17398 7.81907
H 1.61422 0.14994 5.41812
H -2.26689 -0.58607 4.25138
H -3.03365 -0.68495 6.61289
*
```



Here is a structure of composition C3H2CdO2 from OMol25. Energies are from ωB97M-V/def2-TZVPD.

The calculation puts the LUMO energy at -0.1102 hartree. The calculation puts the HOMO energy at -7.8 eV. The value obtained for the max |F| is 0.07373 hartree/bohr. For the energy, the calculation gives -11794.1844 eV. The calculation puts the orbital gap at 4.77 eV. Its relative energy (zero: lowest compared OMol25 entry of this formula, charge and spin) is 142.18 kcal/mol.

ORCA input file:
```
! wB97M-V def2-TZVPD RIJCOSX def2/J DEFGRID3
* xyz 0 1
H -0.17003 0.11822 1.92085
O 0.72168 0.66169 -0.52000
O -1.14096 -0.18594 -0.91863
C 0.84690 -0.74764 -0.34253
C -0.24580 -1.29284 -0.99037
C -0.55516 0.91192 -0.44280
H 1.87748 -1.08715 -0.43384
Cd -1.33411 1.62174 1.72731
*
```